# 1
A molecular structure, C50H52BrN4O5PbSbSi, computed with wB97M-V/def2-TZVPD.

```
115
C50H52BrN4O5PbSbSi (wB97M-V/def2-TZVPD)
Pb 0.0210 0.6683 -0.2853
O 3.8303 5.9385 3.1153
C 4.2924 4.7769 3.0495
O 5.4081 4.3147 3.3702
C 3.3007 3.7312 2.4923
C 1.9505 4.0185 2.4204
C 1.0736 3.0674 1.9299
N 1.4943 1.8750 1.4715
C 2.8004 1.5670 1.5793
C 3.7203 2.4783 2.0907
C 3.2495 0.1955 1.1811
C 4.5327 -0.0191 0.6918
C 4.8912 -1.3005 0.3178
C 3.9704 -2.3265 0.4519
C 2.7167 -2.0193 0.9613
N 2.3657 -0.7897 1.3287
C -0.4076 3.3044 1.9301
C -0.9685 4.4312 2.5296
C -2.3425 4.5795 2.5386
C -3.1370 3.6001 1.9619
C -2.5027 2.5160 1.3849
N -1.1769 2.3748 1.3652
H 1.6382 5.0058 2.7346
H 4.7682 2.2303 2.1990
H 5.2166 0.8120 0.5559
H 5.8738 -1.4919 -0.0966
H 4.2049 -3.3400 0.1522
H 1.9529 -2.7850 1.0663
H -0.3306 5.1827 2.9746
H -2.7923 5.4527 2.9967
H -4.2170 3.6760 1.9505
H -3.0712 1.7153 0.9169
Br -2.2223 -1.1242 3.9242
C -2.7733 -2.5659 2.7951
C -3.6778 -3.4791 3.3057
C -4.0170 -4.5416 2.4792
C -3.4332 -4.6430 1.2323
C -2.5533 -3.6474 0.8089
N -2.2400 -2.6077 1.5948
C -1.9228 -3.7725 -0.5796
O -1.3001 -4.8337 -0.7588
O -2.2184 -2.8632 -1.3998
H -4.0841 -3.3661 4.2997
H -4.7238 -5.2880 2.8240
H -3.6334 -5.4779 0.5747
C -5.3037 -0.6221 -0.1306
C -4.8115 -1.1810 -1.4724
Sb -2.9350 -0.2706 -2.0334
C -3.8930 1.5892 -2.7573
C -5.2720 1.5505 -3.4267
C -2.6520 -1.2181 -3.9558
C -3.8894 -1.4839 -4.8164
H -6.2294 -1.1073 0.2001
H -5.5019 0.4558 -0.1891
H -4.5537 -0.7801 0.6547
H -5.5577 -1.0405 -2.2594
H -4.5838 -2.2459 -1.3904
H -3.1542 2.0583 -3.4198
H -3.9391 2.2267 -1.8666
H -5.2413 1.0367 -4.3886
H -5.6573 2.5616 -3.6101
H -6.0106 1.0331 -2.8048
H -2.1569 -2.1520 -3.6822
H -1.9289 -0.6002 -4.4983
H -4.7022 -1.9279 -4.2344
H -3.6528 -2.1817 -5.6282
H -4.2686 -0.5699 -5.2755
O 1.9613 0.0189 -1.5426
Si 2.9874 0.2403 -2.7209
C 3.4784 -1.4045 -3.5315
C 4.2615 -1.4929 -4.6891
C 4.5186 -2.7169 -5.2966
C 3.9778 -3.8847 -4.7644
C 3.1859 -3.8200 -3.6240
C 2.9442 -2.5910 -3.0138
C 4.5586 1.1044 -2.1097
C 5.8506 0.6068 -2.3160
C 6.9629 1.2239 -1.7457
C 6.8023 2.3488 -0.9434
C 5.5282 2.8600 -0.7193
C 4.4266 2.2459 -1.3047
C 2.3428 1.2305 -4.2076
C 3.0198 2.2822 -4.8259
C 2.4626 2.9652 -5.9051
C 1.2070 2.6088 -6.3821
C 0.5163 1.5562 -5.7857
C 1.0837 0.8768 -4.7171
H 4.6668 -0.5854 -5.1334
H 5.1319 -2.7623 -6.1905
H 4.1621 -4.8378 -5.2472
H 2.7471 -4.7230 -3.2124
H 2.3120 -2.5340 -2.1297
H 5.9882 -0.2914 -2.9123
H 7.9542 0.8170 -1.9137
H 7.6635 2.8198 -0.4828
H 5.3929 3.7175 -0.0681
H 3.4330 2.6433 -1.1051
H 3.9917 2.5879 -4.4469
H 3.0072 3.7796 -6.3707
H 0.7602 3.1575 -7.2020
H -0.4659 1.2741 -6.1519
H 0.5383 0.0588 -4.2459
C -1.5232 4.4658 -1.5378
C -0.0553 4.0952 -1.3534
C 0.8222 5.0123 -2.2141
C 0.2008 2.6184 -1.6844
H -1.7441 5.4605 -1.1341
H -2.1757 3.7427 -1.0434
H -1.7769 4.4638 -2.6046
H 0.2150 4.2997 -0.3160
H 0.6901 4.7676 -3.2747
H 1.8810 4.8769 -1.9683
H 0.5727 6.0724 -2.0626
H 1.2522 2.5127 -1.9746
H -0.3746 2.3693 -2.5918
```

For the lowest unoccupied orbital energy, the calculation gives 3.8 eV. The value obtained for the energy relative to the best compared isomer or geometry (same formula, charge and spin) is 18.4 kcal/mol. As for the total energy: -5828.5366 a.u. The value obtained for the HOMO energy is -2.69 eV. The charge is -2. Its spin multiplicity is 1. The HOMO-LUMO gap comes out at 6.50 eV.

---

# 2
A molecular structure, C50H52Cl3N6O2RuS2Te, computed with wB97M-V/def2-TZVPD.

```
117
C50H52Cl3N6O2RuS2Te (wB97M-V/def2-TZVPD)
Ru 0.5883 0.4087 -0.3217
S -1.5183 -1.3867 -0.4913
C -2.2344 0.1990 -0.4746
C -3.5924 0.4829 -0.6428
C -4.0119 1.7934 -0.5794
C -3.0877 2.8098 -0.3472
C -1.7590 2.4691 -0.1998
N -1.3586 1.2018 -0.2664
H -4.2846 -0.3280 -0.8121
H -5.0593 2.0288 -0.6975
H -3.3882 3.8416 -0.2712
H -0.9808 3.1934 0.0056
C -5.6612 -5.2995 5.2927
C -4.6916 -4.3594 4.6441
C -5.0279 -3.6591 3.4953
C -4.1348 -2.7911 2.8844
C -4.5643 -2.0535 1.6498
C -2.8618 -2.6317 3.4385
Te -1.4926 -1.3264 2.4771
N 0.5072 0.3217 1.5377
C 0.8268 1.5057 2.0813
O 1.0257 2.5161 1.4010
C 1.0684 1.5440 3.5555
C 0.0228 1.5346 4.4679
C 0.2890 1.5016 5.8287
C 1.5998 1.4703 6.2820
C 2.6467 1.4936 5.3721
C 2.3819 1.5341 4.0123
C 0.1241 -2.6738 2.4587
C 1.2284 -2.3241 3.2289
C 2.3261 -3.1640 3.2971
C 2.3220 -4.3447 2.5681
C 1.2214 -4.6750 1.7967
C 0.0972 -3.8526 1.7276
C -1.0559 -4.2512 0.8579
C -2.5142 -3.2829 4.6245
C -1.2070 -3.0970 5.3362
C -3.4374 -4.1482 5.1958
H -6.5848 -5.3705 4.7240
H -5.9089 -4.9667 6.2995
H -5.2366 -6.2986 5.3760
H -6.0099 -3.7910 3.0636
H -5.6037 -2.2700 1.4201
H -3.9611 -2.3250 0.7831
H -4.4747 -0.9691 1.7773
H -1.0040 1.5757 4.1177
H -0.5278 1.4990 6.5351
H 1.8052 1.4422 7.3432
H 3.6694 1.4851 5.7227
H 3.1965 1.5606 3.2996
H 1.2287 -1.4017 3.7928
H 3.1706 -2.8982 3.9143
H 3.1710 -5.0125 2.6059
H 1.2201 -5.5988 1.2358
H -1.0105 -5.3150 0.6411
H -1.0325 -3.7109 -0.0960
H -2.0136 -4.0479 1.3309
H -0.6887 -2.1791 5.0530
H -0.5304 -3.9282 5.1422
H -1.3793 -3.0502 6.4101
H -3.1703 -4.6585 6.1111
C 3.4577 1.0503 -0.3090
C 4.9494 0.7847 -0.0082
N 5.2650 -0.6248 -0.1913
C 4.5549 -1.3877 0.8239
C 3.0475 -1.0659 0.7890
N 2.7246 -0.2422 -0.4026
C 3.2529 -0.9470 -1.5887
C 4.7943 -1.0460 -1.4986
H 3.3220 1.5500 -1.2786
H 2.9838 1.6696 0.4623
H 5.1902 1.0518 1.0218
H 5.5894 1.3831 -0.6575
H 4.9753 -1.1466 1.8019
H 4.7348 -2.4478 0.6406
H 2.7129 -0.5130 1.6684
H 2.4373 -1.9736 0.7310
H 2.9491 -0.3939 -2.4770
H 2.7921 -1.9370 -1.6141
H 5.2633 -0.4146 -2.2553
H 5.1212 -2.0718 -1.6753
Cl -3.0985 7.5658 -3.0962
C -2.4882 6.1835 -3.9370
C -2.8187 4.9125 -3.5014
C -2.2996 3.8149 -4.1692
C -1.4611 3.9502 -5.2694
C -0.9054 2.7768 -6.0395
C -1.3256 1.3744 -5.6260
N -0.5789 0.8581 -4.4863
C -0.0254 -0.3923 -4.4855
C 0.5487 -0.5619 -3.2734
N 0.3667 0.5726 -2.5174
C -0.3230 1.3962 -3.2835
O 0.4954 2.7176 -6.1521
C 1.2662 3.2776 -5.1057
C 2.3913 2.3549 -4.7677
C 3.0808 1.5484 -5.6136
Cl 2.8502 1.3128 -7.2964
S 4.3590 0.7060 -4.8404
C 3.9929 1.4423 -3.3433
C 2.9274 2.2825 -3.4475
C -1.2039 5.2467 -5.7136
Cl -0.3073 5.5101 -7.1731
C -1.6884 6.3619 -5.0534
H -3.4780 4.7853 -2.6608
H -2.5830 2.8327 -3.8196
H -1.2915 2.8905 -7.0674
H -1.0478 0.7168 -6.4534
H -2.4063 1.2808 -5.4758
H -0.0884 -1.0326 -5.3389
H 1.0211 -1.4370 -2.8792
H -0.6541 2.3724 -2.9854
H 0.6696 3.4310 -4.1924
H 1.6446 4.2628 -5.4153
H 4.5891 1.2309 -2.4779
H 2.5375 2.8561 -2.6236
H -1.4617 7.3491 -5.4178
```

For the lowest unoccupied orbital energy (alpha / beta), the calculation gives -2.0 / -4.0 eV. The value obtained for the energy relative to the best compared isomer or geometry (same formula, charge and spin) is 20.7 kcal/mol. The expectation value of S² is 6.022. As for the total energy: -4955.1111 a.u. The value obtained for the HOMO energy (alpha / beta) is -9.71 / -10.58 eV. The charge is +1. Its spin multiplicity is 5. The HOMO-LUMO gap (alpha / beta) comes out at 7.70 / 6.60 eV.